[1]
The following is a quantum chemistry calculation of a structure of composition C20H37N3OPdSi2, from OMol25.

Each line ends with the Mulliken charge.
Element x y z (Å)
Pd1 -1.5956 0.4665 0.9895  -0.811
C1 -1.8059 -0.3637 4.7735  -1.450
Si1 -0.9804 -0.4722 3.0198  0.264
C2 0.8670 -0.5928 3.6144  -1.397
C3 -1.2655 -2.3632 2.5967  0.331
C4 -1.0907 -3.3400 3.5851  -0.150
C5 -1.2551 -4.6974 3.3397  -0.658
C6 -1.6045 -5.1144 2.0615  -0.654
C7 -1.7796 -4.1620 1.0652  -0.210
C8 -1.6237 -2.7885 1.2912  0.221
Si2 -1.8553 -1.5179 -0.1864  0.791
C9 -3.4162 -2.2654 -1.0661  -1.603
C10 -0.5229 -2.2666 -1.3972  -1.293
H1 -1.4366 -1.1173 5.4840  0.344
H2 -2.8929 -0.4677 4.6978  0.266
H3 -1.6020 0.6265 5.1948  0.342
H4 0.9875 -1.3459 4.4072  0.479
H5 1.2096 0.3722 4.0039  0.336
H6 1.5296 -0.8738 2.7899  0.206
H7 -0.8131 -3.0296 4.5903  0.082
H8 -1.1098 -5.4235 4.1358  0.334
H9 -1.7371 -6.1713 1.8437  0.328
H10 -2.0488 -4.5062 0.0687  0.064
H11 -3.3254 -3.3373 -1.2923  0.372
H12 -3.5722 -1.7307 -2.0094  0.322
H13 -4.3134 -2.1182 -0.4570  0.300
H14 -0.6632 -3.3499 -1.5252  0.582
H15 0.4965 -2.1079 -1.0310  -0.044
H16 -0.6004 -1.7961 -2.3849  0.339
C11 -0.9804 2.3539 -2.8250  -0.224
N1 -1.1399 3.7716 -2.5529  0.265
C12 -1.3252 4.6125 -3.7119  -1.150
C13 -1.4302 4.2832 -1.3162  0.644
C14 -1.3509 3.3301 -0.1557  -0.529
O1 -1.7075 5.4716 -1.1798  -0.723
H17 -0.2393 2.2301 -3.6193  0.337
H18 -1.9212 1.8961 -3.1417  0.291
H19 -0.6069 1.8219 -1.9556  -0.419
H20 -0.5695 4.3741 -4.4639  0.326
H21 -1.2369 5.6548 -3.4193  0.349
H22 -2.3148 4.4582 -4.1623  0.341
H23 -0.3273 2.9753 -0.0014  0.013
H24 -1.9233 2.4131 -0.3499  0.119
H25 -1.6609 3.8430 0.7552  0.383
C15 1.8549 0.6945 -2.2519  -0.064
C16 2.8729 -0.4755 -2.1415  -1.031
N2 3.6993 -0.3223 -0.9382  -0.191
C17 2.8249 -0.3433 0.2466  -0.844
C18 1.7328 0.7525 0.1242  0.660
N3 1.9746 1.5585 -1.0779  0.045
C19 3.3181 2.1151 -1.0300  -0.655
C20 4.3701 0.9700 -0.9942  -0.638
H26 0.8316 0.3145 -2.2860  -0.133
H27 2.0325 1.2985 -3.1480  0.433
H28 3.5386 -0.5160 -3.0109  0.289
H29 2.3496 -1.4307 -2.0769  0.445
H30 3.4593 -0.1927 1.1239  0.156
H31 2.3764 -1.3345 0.3315  0.442
H32 1.7137 1.4109 0.9957  0.518
H33 0.7197 0.3249 0.0699  -0.923
H34 3.3961 2.7397 -0.1357  0.371
H35 3.4628 2.7626 -1.9007  0.419
H36 5.0194 1.0555 -0.1182  0.340
H37 5.0069 0.9826 -1.8851  0.304

**Energy above the lowest of the compared OMol25 structures with the same formula, charge and spin**: 3.1 kcal per mole
**LUMO**: 0.1701 hartree
**Total charge**: -2
**HOMO energy**: 1.3900 eV
**Multiplicity**: 1


[2]
The following is a quantum chemistry calculation of a structure of composition C9H24Al3B2F14N3O12P2S, from OMol25.

Each line ends with the Mulliken charge.
Element x y z (Å)
C1 1.0712 0.6276 5.2101  -1.352
C2 1.0591 1.5264 3.9726  0.919
F1 1.3978 2.7747 4.2915  -0.356
C3 -0.3113 1.5331 3.2970  -0.893
N1 -0.5944 0.2760 2.5199  0.043
C4 0.1303 0.2181 1.1737  -1.192
B1 0.2381 -1.3362 0.5321  0.414
O1 1.4936 -1.8839 0.2153  -0.316
O2 -0.8672 -2.0882 0.2830  -0.487
P1 -2.4041 -0.0119 2.2714  0.239
C5 -2.9757 -0.6968 3.8709  -1.002
C6 -3.2487 1.5795 1.9708  -1.094
H1 0.2342 0.8622 5.8688  0.354
H2 0.9855 -0.4316 4.9192  0.335
H3 2.0255 0.7079 5.7287  0.413
H4 1.8658 1.1504 3.3136  -0.237
H5 -1.0451 1.5821 4.1066  0.621
H6 -0.4904 2.3961 2.6524  0.478
H7 -0.2683 -0.4937 3.1187  0.391
H8 1.1949 0.6189 1.2960  1.222
H9 -0.3417 0.9062 0.4480  0.568
H10 1.6958 -1.5244 -0.6898  0.715
H11 -1.1204 -2.5774 1.0804  0.276
H12 -2.7574 -0.0329 4.7104  0.375
H13 -4.0268 -0.9676 3.7890  0.327
H14 -2.4003 -1.6157 4.0235  0.383
H15 -3.4348 1.7309 0.9098  0.364
H16 -2.7716 2.4695 2.3862  0.433
H17 -4.2306 1.4987 2.4459  0.382
B2 3.7092 0.7746 -4.5022  0.368
O3 2.2886 0.9208 -5.0770  -0.163
C7 1.4315 0.4534 -4.2718  0.604
O4 0.2502 0.3963 -4.3727  -0.188
C8 2.2340 -0.1054 -2.9541  0.623
O5 1.6676 -0.5949 -2.0307  -0.441
O6 3.4663 0.0935 -3.1313  -0.297
F2 4.2593 1.9860 -4.3203  -0.210
F3 4.4348 -0.0215 -5.3061  -0.218
N2 -3.3596 0.1373 -1.5288  -0.317
H18 -4.3817 0.1355 -1.4926  0.388
H19 -2.9779 -0.0231 -0.5966  -0.039
H20 -3.0297 -0.5967 -2.1553  0.366
H21 -3.0151 1.0392 -1.8659  0.411
F4 3.1896 4.3322 1.9492  -0.351
Al1 2.0812 3.6398 0.8933  0.493
F5 2.6012 3.7155 -0.7086  -0.339
F6 0.5517 4.3472 1.0617  -0.398
F7 1.8988 1.9400 1.3220  -0.410
Al2 2.0205 -0.6729 2.0540  0.313
O7 4.3339 -2.6524 1.8067  -0.312
S1 4.8028 -3.8618 1.1408  1.291
O8 3.8585 -4.9487 1.3856  -0.344
O9 6.1409 -4.1924 1.6242  -0.285
O10 4.9059 -3.6970 -0.3081  -0.307
F8 3.6416 0.3807 -7.9140  -0.259
P2 3.1898 -0.9746 -8.6928  1.054
F9 2.1862 0.1324 -9.3664  -0.307
F10 4.9261 -1.1674 -8.8987  -0.278
F11 1.8329 -1.8699 -8.5073  -0.312
F12 3.4968 -1.7223 -7.2486  -0.318
F13 3.2999 -1.6187 -10.1632  -0.264
F14 -0.9109 0.4568 -1.5198  -0.614
Al3 6.2244 -2.7319 -8.4006  0.755
C9 -7.5186 -0.4670 3.8117  -0.772
N3 -7.1201 -0.1272 2.4182  0.825
O11 -7.9786 0.2010 1.6472  -0.467
O12 -5.9244 -0.2039 2.1334  -0.538
H22 -8.5922 -0.3509 3.8974  0.337
H23 -7.2207 -1.4956 3.9948  0.302
H24 -6.9976 0.2161 4.4769  0.292

**LUMO**: -0.4663 hartree
**Total charge**: +2
**HOMO energy**: -14.5343 eV
**Multiplicity**: 1


[3]
The following is a quantum chemistry calculation of a structure of composition C38H50N4P3V, from OMol25.

Each line ends with the Mulliken spin population.
Element x y z (Å)
V1 0.2362 0.5152 -0.2473  0.789
C1 1.0191 -3.5920 -0.3832  0.014
C2 1.2156 -2.5380 0.6791  0.030
C3 0.6908 -2.6951 1.9518  -0.015
C4 0.8666 -1.7338 2.9516  0.014
C5 0.2751 -1.9285 4.3328  0.000
C6 1.6289 -0.6176 2.6570  -0.016
C7 2.2308 -0.4461 1.4050  -0.007
C8 3.3082 0.6014 1.2260  0.013
C9 1.9940 -1.3985 0.4104  0.015
H1 0.9917 -4.5939 0.0529  -0.001
H2 1.8193 -3.5584 -1.1261  0.001
H3 0.0757 -3.4368 -0.9158  -0.002
H4 0.1759 -3.6208 2.2013  -0.001
H5 0.0348 -2.9776 4.5183  0.000
H6 -0.6493 -1.3521 4.4519  0.000
H7 0.9656 -1.5950 5.1095  0.000
H8 1.8539 0.0966 3.4461  0.002
H9 4.2138 0.2675 1.7340  -0.001
H10 3.0298 1.5610 1.6667  -0.001
H11 3.5559 0.7496 0.1795  0.001
H12 2.5634 -1.3556 -0.5053  0.005
C10 -0.9876 1.7209 3.3511  0.001
P1 -0.6849 1.9524 1.5733  -0.001
C11 0.3260 3.4951 1.6132  0.014
C12 -2.2739 2.6660 0.9634  -0.011
C13 -3.2936 3.1234 1.7969  0.000
C14 -4.4570 3.6619 1.2612  0.000
C15 -4.6022 3.7752 -0.1165  0.000
C16 -3.5860 3.3283 -0.9523  -0.004
C17 -2.4313 2.7509 -0.4215  -0.016
P2 -1.0877 2.0472 -1.4606  0.021
C18 -0.4742 3.5169 -2.3389  0.001
C19 -1.9654 1.2007 -2.8214  0.014
H13 -1.7952 1.0049 3.5221  0.000
H14 -1.2334 2.6702 3.8143  -0.001
H15 -0.0840 1.3308 3.8149  0.000
H16 -0.2023 4.2685 2.1700  0.000
H17 0.5123 3.8491 0.6026  -0.010
H18 1.2866 3.3034 2.0974  0.001
H19 -3.1987 3.0575 2.8765  0.000
H20 -5.2466 4.0048 1.9212  0.000
H21 -5.5020 4.2096 -0.5363  0.000
H22 -3.7047 3.4214 -2.0297  0.000
H23 -1.3118 3.9812 -2.8555  0.001
H24 0.2855 3.2242 -3.0645  -0.002
H25 -0.0324 4.2345 -1.6505  -0.001
H26 -2.6223 1.8761 -3.3640  -0.002
H27 -2.5409 0.3670 -2.4384  0.007
H28 -1.2095 0.8129 -3.5050  0.000
C20 -3.9950 -3.6366 0.0615  0.001
N1 -3.7462 -2.9838 1.3546  -0.001
C21 -4.7945 -1.9780 1.5728  -0.001
N2 -4.8732 -0.9849 0.4992  0.001
C22 -5.0755 -1.6826 -0.7776  0.001
N3 -4.0444 -2.6911 -1.0570  0.000
C23 -2.7426 -2.0770 -1.3123  0.005
P3 -2.1080 -1.0771 0.1450  0.073
C24 -2.4008 -2.4183 1.4218  0.001
C25 -3.6878 -0.1276 0.4700  -0.001
H29 -4.9562 -4.1445 0.1178  0.000
H30 -3.2182 -4.3780 -0.1250  0.000
H31 -4.6212 -1.4713 2.5218  0.000
H32 -5.7495 -2.4946 1.6262  0.000
H33 -5.0907 -0.9505 -1.5858  0.000
H34 -6.0417 -2.1820 -0.7453  0.000
H35 -2.8165 -1.4420 -2.1888  -0.001
H36 -2.0106 -2.8516 -1.5430  0.000
H37 -2.2147 -2.0085 2.4173  0.000
H38 -1.6764 -3.2094 1.2547  0.000
H39 -3.8063 0.6403 -0.2926  0.001
H40 -3.5916 0.3857 1.4226  -0.001
N4 1.3241 0.6084 -1.5598  0.046
C26 2.2355 0.8691 -2.4338  0.038
C27 2.7270 2.2778 -2.6216  -0.003
C28 2.8352 3.1610 -1.5449  0.010
C29 3.2313 4.4792 -1.7280  0.012
C30 3.5158 4.9476 -3.0023  -0.005
C31 3.3932 4.0883 -4.0881  0.003
C32 3.0063 2.7669 -3.9003  -0.009
C33 2.7642 -0.2825 -3.2423  -0.011
C34 4.0486 -0.2907 -3.7864  -0.006
C35 4.5166 -1.4036 -4.4828  0.004
C36 3.7149 -2.5284 -4.6322  -0.007
C37 2.4421 -2.5376 -4.0742  0.009
C38 1.9763 -1.4259 -3.3861  0.009
H41 2.6062 2.8004 -0.5534  -0.003
H42 3.3293 5.1395 -0.8739  0.000
H43 3.8315 5.9746 -3.1509  0.000
H44 3.6002 4.4476 -5.0899  0.000
H45 2.8985 2.1102 -4.7611  0.000
H46 4.6980 0.5668 -3.6504  0.000
H47 5.5147 -1.3899 -4.9051  0.000
H48 4.0806 -3.3928 -5.1804  -0.001
H49 1.8114 -3.4168 -4.1777  0.000
H50 0.9818 -1.4279 -2.9555  -0.017

**Energy above the lowest of the compared OMol25 structures with the same formula, charge and spin**: 6.5 kcal per mole
**LUMO (alpha / beta)**: -0.0947 / -0.0905 hartree
**Total charge**: +1
**HOMO energy (alpha / beta)**: -9.2652 / -8.7088 eV
**Multiplicity**: 2


[4]
The following is a quantum chemistry calculation of a structure of composition C23H28BBrF4N5O2Ru, from OMol25.

Each line ends with the Mulliken spin population.
Element x y z (Å)
Ru1 0.0677 -0.2127 -0.6278  0.150
C1 1.1871 -0.4954 -4.7527  -0.002
C2 1.3155 -0.2557 -3.2750  0.056
O1 0.2770 0.1312 -2.6757  0.080
C3 2.5974 -0.4158 -2.6858  0.235
C4 2.9546 -0.4167 -1.3508  -0.103
C5 4.3806 -0.6153 -0.9337  0.001
N1 2.0342 -0.2902 -0.3652  0.252
N2 2.4403 -0.3340 0.8808  0.181
C6 1.4381 -0.3429 1.7754  0.031
O2 0.2117 -0.3333 1.4065  0.110
C7 1.7604 -0.3577 3.1958  -0.036
C8 0.7247 -0.3665 4.1353  0.013
C9 1.0144 -0.3722 5.4859  -0.005
C10 2.3353 -0.3709 5.9155  0.017
C11 3.3673 -0.3913 4.9862  -0.010
C12 3.0877 -0.3868 3.6336  0.025
H1 0.1371 -0.5003 -5.0321  0.001
H2 1.6378 -1.4493 -5.0242  0.001
H3 1.6983 0.2972 -5.3039  0.003
H4 3.4006 -0.6038 -3.3855  0.011
H5 5.0420 -0.6564 -1.7958  -0.001
H6 4.4717 -1.5392 -0.3622  -0.002
H7 4.6873 0.1998 -0.2782  -0.003
H8 -0.2967 -0.3809 3.7811  -0.001
H9 0.2134 -0.3872 6.2133  0.000
H10 2.5613 -0.3546 6.9735  0.001
H11 4.3942 -0.4179 5.3264  0.000
H12 3.8720 -0.4112 2.8908  0.003
C13 -2.7026 0.9725 -0.5554  -0.007
C14 -4.2497 0.7956 -0.6219  0.003
N3 -4.5761 -0.6191 -0.5960  0.000
C15 -4.0837 -1.2204 0.6368  0.001
C16 -2.5352 -1.0764 0.7085  0.003
N4 -2.0688 -0.3544 -0.4919  -0.011
C17 -2.4383 -1.1400 -1.6940  0.012
C18 -3.9878 -1.2898 -1.7449  0.001
H13 -2.4111 1.5335 0.3341  -0.001
H14 -2.3234 1.4924 -1.4378  0.003
H15 -4.6535 1.2339 -1.5360  0.000
H16 -4.7294 1.2811 0.2300  0.000
H17 -4.3702 -2.2720 0.6499  0.000
H18 -4.5637 -0.7203 1.4800  0.000
H19 -2.0474 -2.0505 0.7271  0.000
H20 -2.2265 -0.5183 1.5907  0.000
H21 -1.9712 -2.1189 -1.6218  -0.002
H22 -2.0628 -0.6302 -2.5818  -0.003
H23 -4.2739 -2.3417 -1.7215  0.000
H24 -4.3928 -0.8430 -2.6551  0.000
Br1 1.5754 4.9878 -3.0094  0.000
C19 0.8521 4.1543 -1.4701  0.001
C20 0.2072 4.9069 -0.5024  0.000
C21 -0.2622 4.2331 0.6179  0.001
C22 -0.0905 2.8662 0.7045  0.000
N5 0.4884 2.1475 -0.2596  -0.011
C23 0.9748 2.7871 -1.3232  -0.010
H25 0.0920 5.9759 -0.6067  0.000
H26 -0.7443 4.7776 1.4175  0.000
H27 -0.3964 2.3110 1.5833  0.001
H28 1.4816 2.1871 -2.0665  0.000
F1 0.2416 -4.4626 0.6427  0.000
B1 -0.1064 -3.9410 -0.5851  0.015
F2 0.3588 -2.5360 -0.6172  -0.002
F3 -1.5063 -3.8918 -0.7288  0.000
F4 0.4896 -4.5872 -1.6475  0.000

**Energy above the lowest of the compared OMol25 structures with the same formula, charge and spin**: 0.0 kcal per mole
**LUMO (alpha / beta)**: -0.0160 / -0.0724 hartree
**Total charge**: 0
**HOMO energy (alpha / beta)**: -7.7182 / -7.9957 eV
**Multiplicity**: 2


[5]
The following is a quantum chemistry calculation of a cluster of 2 separate species, C3H6O3 in total, from OMol25.

Each line ends with the Mulliken charge.
Element x y z (Å)
O1 -1.7376 0.7599 -0.5885  -0.529
C1 -1.6871 -0.2543 0.0779  -0.048
C2 1.0722 -0.7438 0.0509  -0.217
O2 1.0356 -0.8735 -1.2941  -0.506
C3 0.9377 0.4387 0.6634  -0.290
O3 0.7744 1.5636 -0.1110  -0.544
H1 -0.1869 1.6881 -0.2612  0.412
H2 -1.5304 -1.2416 -0.3843  0.271
H3 -1.8480 -0.2479 1.1688  0.279
H4 1.2187 -1.6811 0.5761  0.409
H5 0.9715 0.0340 -1.6411  0.397
H6 0.9798 0.5578 1.7432  0.367

**Energy above the lowest of the compared OMol25 structures with the same formula, charge and spin**: 55.7 kcal per mole
**LUMO**: 0.0249 hartree
**SMILES**: O/C=C\O.C=O
**Total charge**: 0
**HOMO energy**: -9.0705 eV
**Multiplicity**: 1